# 1
# C25H71Co2N9O16

A molecular structure, C25H71Co2N9O16 at a distorted geometry (ωB97M-V with the def2-TZVPD basis set, the OMol25 dataset).

* Kohn-Sham gap (alpha / beta): 7.256 / 7.216 eV
* net charge: 0
* HOMO energy (alpha / beta): -6.996 / -6.962 eV
* E_LUMO (alpha / beta): 0.3 / 0.3 eV
* expectation value of S²: 12.01
* spin multiplicity: 7

Each line ends with the Löwdin spin population.
Atoms and positions in Å:
Co 0.152 0.563 -0.087  2.786
Co -2.996 -0.211 1.024  2.774
O -4.504 1.307 1.411  0.056
C -3.881 2.551 1.087  0.006
C -2.581 2.675 0.134  0.007
O -1.719 1.588 0.117  0.072
H -3.470 2.968 2.006  0.000
H -4.599 3.324 0.815  0.002
H -2.102 3.655 0.154  0.000
H -2.952 2.504 -0.876  0.001
O -1.160 -1.140 0.522  0.074
C -0.363 -2.297 0.675  0.006
C 1.227 -2.168 0.415  0.005
O 1.720 -0.895 -0.086  0.043
H -0.836 -2.843 -0.141  0.000
H -0.388 -2.727 1.677  0.001
H 1.591 -2.953 -0.249  0.001
H 1.784 -2.518 1.284  0.001
C -5.498 1.895 -2.610  0.000
O -5.951 0.516 -2.614  0.000
C -4.926 -0.389 -3.134  0.002
C -3.828 -0.603 -1.997  0.002
N -4.372 -0.770 -0.602  0.029
C -4.960 -2.082 -0.350  0.002
C -5.047 -2.312 1.207  0.001
O -3.937 -1.816 1.986  0.022
C -3.950 -2.336 3.315  0.005
H -5.819 2.199 -1.614  0.000
H -5.828 2.521 -3.440  0.000
H -4.408 1.911 -2.614  0.000
H -4.493 0.058 -4.029  0.000
H -5.288 -1.368 -3.451  0.000
H -3.166 0.253 -2.127  0.000
H -3.136 -1.305 -2.460  0.000
H -5.141 -0.117 -0.553  0.000
H -4.343 -2.838 -0.835  0.000
H -5.947 -2.066 -0.810  0.001
H -5.243 -3.382 1.286  0.000
H -5.942 -1.839 1.612  0.000
H -4.124 -1.630 4.126  0.000
H -2.866 -2.365 3.426  0.000
H -4.327 -3.354 3.416  0.001
C -0.720 -4.280 5.345  0.000
O -0.404 -2.977 5.776  0.000
C 0.101 -2.137 4.756  0.000
C 0.349 -0.679 5.208  0.000
N 1.289 0.013 4.364  0.001
C 2.600 -0.563 4.138  0.000
C 3.563 0.545 3.816  0.000
O 3.815 1.465 4.836  0.000
C 4.661 2.453 4.319  0.000
H 0.095 -4.577 4.684  0.000
H -1.619 -4.202 4.734  0.000
H -0.638 -5.034 6.128  0.000
H -0.535 -2.075 3.873  0.000
H 1.010 -2.620 4.396  0.000
H 0.795 -0.629 6.201  0.000
H -0.478 0.030 5.241  0.000
H 1.438 0.955 4.696  0.000
H 2.543 -1.348 3.385  0.000
H 3.123 -0.930 5.021  0.000
H 3.118 1.096 2.988  0.000
H 4.447 0.089 3.369  0.000
H 5.541 2.210 3.724  0.000
H 5.038 3.049 5.150  0.000
H 4.048 3.157 3.756  0.000
C -2.289 -0.367 -5.995  0.000
O -1.837 -0.384 -4.687  0.000
C -0.505 -0.837 -4.448  0.001
C -0.177 -0.869 -2.934  0.000
N -0.334 0.425 -2.237  0.028
C 0.602 1.342 -2.880  0.002
C 0.611 2.648 -2.143  0.001
O 1.216 2.429 -0.986  0.019
C 1.372 3.594 -0.256  0.001
H -1.817 0.403 -6.605  0.000
H -3.378 -0.401 -5.953  0.000
H -2.115 -1.356 -6.419  0.000
H 0.223 -0.342 -5.091  0.000
H -0.411 -1.912 -4.597  0.000
H 0.849 -1.192 -2.752  0.000
H -0.719 -1.616 -2.353  0.000
H -1.267 0.674 -2.532  0.001
H 0.307 1.683 -3.872  0.001
H 1.558 0.853 -3.071  0.000
H -0.434 2.934 -2.021  0.000
H 1.164 3.265 -2.852  0.000
H 1.735 4.388 -0.909  0.001
H 2.013 3.509 0.621  0.000
H 0.360 3.807 0.089  0.000
C 3.599 -1.511 -4.041  0.000
O 2.874 -0.856 -4.697  0.000
N 3.466 -1.781 -2.799  0.000
N 4.702 -2.012 -4.565  0.000
H 2.624 -1.374 -2.416  0.000
H 4.082 -2.404 -2.297  0.000
H 4.720 -1.608 -5.491  0.000
H 5.536 -2.156 -4.015  0.000
C 3.842 2.739 -3.782  0.000
O 3.730 3.986 -3.968  0.000
N 4.298 2.156 -2.719  0.000
N 3.646 1.784 -4.668  0.000
H 4.662 2.783 -2.016  0.000
H 4.062 1.184 -2.575  0.000
H 3.937 2.129 -5.572  0.000
H 3.660 0.836 -4.322  0.000
C 5.472 -0.336 -0.024  0.000
O 6.391 0.174 -0.606  0.000
N 5.329 -1.539 0.164  0.000
N 4.429 0.357 0.317  0.000
H 5.916 -2.283 -0.185  0.000
H 4.526 -1.825 0.706  0.000
H 4.481 1.239 -0.172  0.000
H 3.565 -0.157 0.407  0.000
O -2.046 0.030 2.960  0.017
H -2.188 0.340 3.854  0.002
H -1.301 -0.567 3.027  0.000
O -0.630 2.929 3.361  0.000
H -0.590 3.818 3.713  0.000
H -1.565 2.751 3.264  0.000
O 0.827 1.068 1.985  0.020
H 0.289 1.655 2.516  0.000
H 1.368 0.599 2.620  0.000

=====

# 2
# C3H2F3OP

2 unconnected molecules or ions with the total composition C3H2F3OP at a distorted geometry (ωB97M-V with the def2-TZVPD basis set, the OMol25 dataset).

* Kohn-Sham gap (alpha / beta): 8.508 / 7.433 eV
* net charge: 0
* HOMO energy (alpha / beta): -9.365 / -8.433 eV
* E_LUMO (alpha / beta): -0.9 / -1.0 eV
* relative energy (zero: lowest compared OMol25 entry of this formula, charge and spin): 2.1011 eV

Each line ends with the Löwdin charge.
Atoms and positions in Å:
C -0.445 -0.183 -0.092  -0.523
C 1.316 3.418 -0.085  -0.085
C 1.263 3.866 1.380  -0.640
O 2.008 3.853 -0.944  0.136
F 1.841 2.930 2.148  0.137
F -0.011 3.971 1.785  0.103
F 1.859 5.035 1.664  0.151
P -1.080 1.331 0.021  0.781
H -1.056 -1.070 -0.002  -0.031
H 0.602 -0.373 -0.269  -0.028

=====

# 3
# C3H7NO

2 unconnected molecules or ions with the total composition C3H7NO at a distorted geometry (ωB97M-V with the def2-TZVPD basis set, the OMol25 dataset).

* Kohn-Sham gap: 10.162 eV
* net charge: 0
* SMILES string: C=CO.C=N
* HOMO energy: -9.383 eV
* E_LUMO: 0.8 eV
* relative energy (zero: lowest compared OMol25 entry of this formula, charge and spin): 2.8926 eV

Each line ends with the Löwdin charge.
Atoms and positions in Å:
C -1.626 -1.017 -0.137  0.014
C -1.507 0.239 0.380  -0.236
O -0.905 1.304 -0.275  -0.004
H -2.248 -1.704 0.427  0.051
H -1.127 -1.298 -1.028  0.040
H -1.930 0.540 1.331  0.106
H -1.283 2.055 0.027  0.034
C 1.852 0.175 -0.333  -0.137
N 2.993 0.012 0.266  0.006
H 1.659 1.191 -0.744  0.061
H 1.045 -0.529 -0.505  0.032
H 3.078 -0.968 0.592  0.033